# 1
C44H40BrCl2IN5NaO7 as an isolated structure. Source: OMol25; level of theory: ωB97M-V/def2-TZVPD.

ORCA input file:
```
! wB97M-V def2-TZVPD RIJCOSX def2/J DEFGRID3
* xyz -2 1
I 2.14 2.86 1.34
Br 2.03 5.48 3.77
Cl 3.86 1.73 -6.34
Cl 2.73 -2.42 -3.06
Na 1.28 -0.71 -0.08
O -1.52 0.86 1.81
O 4.57 0.22 0.54
O -0.36 -2.59 -3.40
O 0.07 1.76 -0.43
O -3.12 -2.38 1.44
O 2.94 0.17 -1.00
O 2.11 -3.23 3.21
N 0.92 -2.28 1.40
N -0.47 -2.11 -1.10
N 0.50 -0.42 3.71
N 3.81 0.30 -3.71
N -2.17 0.11 -2.40
C 7.45 -0.05 -4.33
C -0.09 -4.52 -1.40
C 7.08 1.10 -2.27
C 2.55 -0.49 -7.11
C 1.78 1.31 4.77
C 0.82 -5.88 0.34
C 3.65 4.52 3.45
C -4.25 -1.25 -3.65
C -2.04 -1.18 -2.69
C 5.95 4.22 4.06
C 3.73 3.51 2.51
C 1.04 -4.74 1.09
C 5.71 1.01 -2.41
C -3.07 -1.89 -3.34
C 1.63 -0.97 3.28
C 3.16 0.16 -6.06
C -3.30 0.73 -2.74
C 6.07 -0.16 -4.50
C -1.57 2.17 1.32
C 0.51 2.08 -1.74
C 4.05 0.57 -0.53
C -2.66 -1.19 2.06
C 0.59 0.70 4.43
C 1.96 -1.73 -6.90
C 4.95 2.84 2.36
C 2.96 0.72 4.32
C -4.17 -2.16 0.54
C -0.80 -2.01 -2.38
C -4.37 0.11 -3.35
C -2.27 -0.10 1.07
C 4.75 4.89 4.22
C 0.71 -3.45 0.64
C 1.55 -2.32 2.57
C 2.89 -0.42 3.56
C 6.05 3.20 3.12
C -1.17 2.36 -0.14
C 2.64 -1.65 -4.60
C 2.00 -2.31 -5.64
C 0.25 -5.77 -0.92
C 3.22 -0.39 -4.77
C 5.19 0.36 -3.55
C 0.09 -3.34 -0.65
C 4.78 1.62 -1.39
C 7.96 0.58 -3.21
H 6.80 4.51 4.66
H -4.51 -3.14 0.20
H 7.47 1.60 -1.38
H -2.90 -2.93 -3.58
H -0.19 1.68 -2.48
H -3.16 0.39 0.65
H 8.11 -0.47 -5.08
H 1.10 -6.85 0.74
H 3.30 0.23 -2.82
H 5.68 -0.66 -5.38
H 5.01 2.02 1.65
H -2.59 2.58 1.40
H 1.49 1.63 -1.87
H 3.92 1.17 4.55
H -1.11 3.45 -0.31
H 4.03 2.23 -1.90
H -0.92 2.75 1.97
H -5.01 -1.64 1.01
H 1.53 -3.26 -5.44
H 1.46 -2.24 -7.71
H 9.03 0.66 -3.06
H 6.98 2.67 2.99
H -5.06 -1.78 -4.13
H 0.60 3.17 -1.86
H 0.08 -6.65 -1.54
H -1.77 -1.45 2.64
H -0.36 1.14 4.75
H 1.50 -4.82 2.06
H 3.77 -0.90 3.16
H 2.52 -0.02 -8.08
H 4.65 5.69 4.95
H -5.27 0.66 -3.58
H -3.43 -0.81 2.75
H 5.36 2.27 -0.73
H -0.52 -4.43 -2.38
H -3.35 1.79 -2.51
H -1.68 -0.53 0.26
H -3.85 -1.59 -0.34
H -1.92 1.95 -0.81
H 1.79 2.22 5.36
*
```

## Properties
**LUMO level**: 3.51 eV
**Gap between HOMO and LUMO**: 4.868 eV
**E_tot**: -175668.5291 eV

# 2
C47H53CdClI2N4O5P as an isolated structure. Source: OMol25; level of theory: ωB97M-V/def2-TZVPD.

ORCA input file:
```
! wB97M-V def2-TZVPD RIJCOSX def2/J DEFGRID3
* xyz -1 1
I 4.65 2.23 -0.03
I 2.92 3.95 5.41
Cd 1.11 -1.71 0.61
Cl 4.53 0.15 -3.96
P -1.36 0.67 -1.19
O -3.38 -3.24 1.32
O 2.23 0.27 0.44
O -0.53 -3.17 0.96
O 3.21 -2.77 0.22
O -0.89 -0.36 -0.20
N 0.52 -0.05 2.51
N 1.79 -1.70 -1.80
N 1.90 -2.87 2.41
N 3.28 -2.87 2.53
C -1.94 1.26 -4.87
C 6.08 -2.75 2.46
C -0.51 2.64 0.50
C -0.37 0.65 4.60
C -1.27 4.65 -1.11
C -0.86 -3.58 4.59
C -0.39 -0.15 3.44
C -0.68 0.94 -4.07
C -0.18 5.08 -0.13
C -2.23 -3.59 4.73
C 1.50 0.86 2.63
C -0.85 3.42 -1.90
C -5.40 1.90 -1.20
C 2.67 2.66 3.79
C 0.34 3.89 0.71
C 7.32 -2.22 0.04
C 2.69 -0.82 -2.24
C 5.32 -2.64 1.31
C -3.02 -3.45 3.59
C -3.06 -2.73 0.03
C -2.66 -0.02 -5.28
C 3.17 -2.19 -4.16
C -0.26 -3.41 3.34
C -3.17 0.82 -0.94
C -4.23 2.01 1.05
C 3.53 2.77 2.73
C 1.61 1.71 3.76
C 1.59 -2.82 -2.49
C 3.82 -2.77 1.33
C -3.00 -0.87 -4.05
C 2.40 0.98 1.48
C -3.94 1.95 -1.64
C 8.08 -2.33 1.20
C -0.47 2.24 -0.97
C -1.74 -1.21 -3.25
C -1.03 -3.29 2.14
C 3.39 -1.04 -3.42
C 5.95 -2.37 0.10
C 1.20 -3.38 3.35
C -5.55 2.22 0.30
C -2.45 -3.32 2.33
C 7.46 -2.60 2.41
C 2.25 -3.11 -3.67
C -0.93 0.03 -2.86
C 3.39 1.96 1.60
C 0.63 1.56 4.76
C -3.51 0.75 0.57
H 2.06 -4.03 -4.20
H 0.87 -3.52 -2.07
H -2.70 -3.70 5.70
H 2.86 0.04 -1.62
H -1.17 -0.90 3.30
H -0.15 1.85 -3.78
H -1.10 -1.84 -3.88
H -1.98 -1.80 -2.37
H -1.53 2.83 0.83
H 0.36 4.15 1.77
H -2.52 -1.79 0.10
H -0.56 5.87 0.52
H -3.87 1.85 -2.72
H 0.68 2.18 5.65
H -1.66 1.84 -5.76
H -1.50 5.47 -1.80
H -2.62 0.56 1.16
H 4.32 3.51 2.75
H -4.10 -3.46 3.64
H -3.57 0.22 -5.84
H -5.78 0.90 -1.41
H -6.32 1.58 0.73
H 3.73 -2.36 -5.07
H -6.00 2.59 -1.80
H 0.01 0.40 -4.72
H -3.51 -0.13 -1.38
H -2.02 -0.59 -5.95
H -2.20 4.44 -0.56
H 7.81 -2.00 -0.90
H 9.16 -2.21 1.16
H -4.17 -0.11 0.74
H 1.72 -3.80 4.22
H -2.61 1.90 -4.28
H 0.03 3.69 -2.50
H 8.05 -2.69 3.31
H -0.22 -3.68 5.46
H -3.59 2.88 0.90
H -5.89 3.25 0.43
H 0.65 5.52 -0.70
H 0.06 -0.34 -2.55
H 5.33 -2.29 -0.79
H -3.51 2.92 -1.39
H -2.46 -3.43 -0.55
H -3.50 -1.79 -4.36
H -1.62 3.15 -2.62
H 5.58 -2.94 3.40
H -3.71 -0.33 -3.43
H 1.37 3.66 0.45
H -0.14 1.81 1.10
H -4.03 -2.58 -0.45
H -1.14 0.52 5.35
H -4.41 1.95 2.12
H 0.56 1.92 -1.18
*
```

## Properties
**LUMO level**: 2.12 eV
**Gap between HOMO and LUMO**: 6.331 eV
**E_tot**: -108379.6975 eV

# 3
A 3-piece molecular cluster, C13H20BF16NO3P overall. Source: OMol25; level of theory: ωB97M-V/def2-TZVPD.

ORCA input file:
```
! wB97M-V def2-TZVPD RIJCOSX def2/J DEFGRID3
* xyz -1 1
P 4.89 3.16 1.05
F -3.50 -2.12 0.94
F -7.96 -3.20 0.83
F -5.95 -3.73 -0.97
F 1.23 0.64 -2.08
F -3.50 -0.13 -1.71
F -2.56 0.88 -3.39
F -0.05 1.20 -4.51
F 1.25 2.81 -1.69
F -6.81 -5.76 0.71
F -8.93 -5.70 1.23
F -4.13 -4.22 1.08
F -8.52 -3.61 2.89
F -2.91 -1.78 -3.75
F -0.78 -1.30 -3.61
F -3.86 -3.25 -1.43
F 1.90 2.15 -4.22
O -1.39 0.49 -1.50
O 5.11 3.87 2.59
O -6.37 -3.55 2.40
N 8.18 3.24 1.88
C 7.64 1.87 1.76
C -2.31 0.03 -2.38
C 0.58 1.80 -2.30
C 9.61 3.38 1.67
C -4.56 -2.97 0.79
C 3.33 2.22 1.43
C -1.93 -1.37 -2.91
C -7.60 -3.89 1.93
C -0.80 1.78 -1.63
C 0.62 2.14 -3.79
C -5.61 -2.51 1.81
C -4.94 -2.89 -0.69
C -7.69 -5.41 1.67
B 6.24 1.71 0.92
H -7.48 -5.95 2.59
H -5.21 -1.87 -0.96
H 0.17 3.11 -3.98
H -1.82 -2.07 -2.08
H -1.47 2.49 -2.11
H 8.37 1.24 1.24
H 7.67 3.85 1.25
H 4.97 4.82 2.47
H 2.82 2.75 2.24
H 6.47 1.64 -0.29
H 2.67 2.21 0.56
H -5.03 -2.08 2.63
H -6.23 -1.73 1.38
H 5.67 0.67 1.26
H 10.05 4.13 2.33
H -0.61 2.11 -0.61
H 3.52 1.19 1.74
H 9.90 3.63 0.64
H 7.54 1.45 2.77
H 10.10 2.43 1.90
*
```

## Properties
**LUMO level**: 1.75 eV
**Gap between HOMO and LUMO**: 4.988 eV
**E_tot**: -74883.6508 eV

Let's list molar mass in order: 1051.536; 1186.611; 584.061 g mol⁻¹.